(1)
Below is 7 unconnected molecules or ions with the total composition C28H42O21 in a non-equilibrium geometry, with properties calculated with the ωB97M-V functional and the def2-TZVPD basis.

Values from the calculation:
HOMO-LUMO gap, eV: 10.3
Energy above the lowest of the compared OMol25 structures with the same formula, charge and spin, kJ/mol: 179.2
Molecular weight, Da: 714.62
LUMO energy, eV: -0.002

Element x y z (Å)
C 3.3911 2.9083 4.8055
C 1.8856 2.7731 4.5720
C 1.3841 1.5311 3.8185
O 0.6299 0.7892 4.7663
C 0.6664 1.4142 5.9479
O 0.2254 0.9595 6.9628
O 1.2686 2.6259 5.8728
H 3.8442 3.0275 3.8191
H 3.8201 2.0949 5.3854
H 3.5065 3.8469 5.3472
H 1.5313 3.6729 4.0658
H 2.2871 0.9518 3.5999
H 0.9108 1.8202 2.8864
C -2.4531 -0.7027 4.6691
C -2.5125 0.2307 3.4891
C -1.6149 -0.1095 2.3418
O -2.4806 -0.2488 1.2055
C -3.7512 -0.0425 1.5744
O -4.6693 0.0139 0.8335
O -3.8547 0.2555 2.9117
H -2.6333 -1.7548 4.4479
H -3.0826 -0.4724 5.5317
H -1.4750 -0.5739 5.1485
H -2.3633 1.2647 3.8075
H -1.2527 -1.1222 2.5502
H -0.7230 0.4171 2.0134
C 2.1164 -0.4929 -1.5716
C 2.0243 1.0002 -1.3642
C 0.9579 1.4337 -0.3409
O 1.7257 1.9715 0.7111
C 3.0326 1.9937 0.4240
O 3.8624 2.4443 1.1554
O 3.2663 1.4743 -0.7963
H 1.3306 -0.9116 -2.2073
H 2.2063 -1.1004 -0.6746
H 2.9638 -0.6512 -2.2469
H 1.9526 1.5398 -2.3070
H 0.3986 0.5460 -0.0327
H 0.1972 2.0957 -0.7574
C 0.4434 -3.5149 5.0073
C 1.5680 -3.0535 4.1153
C 2.3031 -4.1288 3.2839
O 1.9248 -3.8948 1.9522
C 1.1726 -2.7987 1.8629
O 0.6726 -2.4520 0.8117
O 1.0618 -2.1947 3.0191
H -0.0655 -4.4160 4.6758
H -0.1790 -2.7003 5.3675
H 0.9808 -3.7911 5.9252
H 2.2831 -2.3916 4.6000
H 1.9062 -5.0849 3.6394
H 3.3733 -4.1409 3.4818
C -3.7578 -0.5206 -3.0726
C -2.7360 -1.0655 -2.0434
C -3.2100 -2.4574 -1.5334
O -2.2925 -3.3412 -2.2264
C -1.1798 -2.6713 -2.4917
O -0.1688 -3.1268 -2.9423
O -1.4762 -1.3431 -2.6138
H -3.7167 -1.0416 -4.0259
H -3.3183 0.4708 -3.2050
H -4.7610 -0.3932 -2.6762
H -2.7593 -0.4371 -1.1572
H -4.1676 -2.7554 -1.9483
H -3.1733 -2.5175 -0.4476
C 2.2688 -2.3108 -4.8404
C 1.6766 -1.0696 -5.5036
C 2.5673 -0.2171 -6.4697
O 1.9501 -0.4298 -7.7302
C 0.7494 -0.9781 -7.5870
O -0.0581 -1.1744 -8.4606
O 0.5648 -1.3738 -6.3363
H 2.8443 -1.9195 -3.9953
H 3.0792 -2.8166 -5.3776
H 1.5801 -3.0803 -4.5125
H 1.4465 -0.3729 -4.6971
H 3.6319 -0.4007 -6.6041
H 2.4389 0.8358 -6.2022
C -3.2058 2.6831 -1.7852
C -2.2894 3.4576 -2.7098
C -1.3401 4.4363 -2.0471
O -0.1100 4.1722 -2.7084
C -0.2105 3.0513 -3.4772
O 0.7115 2.5377 -4.0336
O -1.4679 2.6288 -3.5585
H -3.4972 3.2698 -0.9143
H -2.7528 1.7555 -1.4410
H -4.0985 2.5072 -2.3830
H -2.8945 4.0517 -3.4020
H -1.2562 4.1118 -0.9970
H -1.5761 5.4932 -1.9501

From a Mulliken analysis of the wavefunction, the atomic charges in e read: -1.43 0.31 0.21 -0.05 0.46 -0.56 -0.37 0.35 0.33 0.40 0.29 0.12 -0.02 -1.19 0.87 0.98 0.01 0.30 -0.53 -0.45 0.38 0.41 0.05 0.15 -0.23 -0.76 -1.03 0.77 1.44 -0.29 0.46 -0.58 -0.42 0.03 0.04 0.36 0.22 -0.18 -0.97 -1.37 0.38 -0.55 -0.36 0.26 -0.57 0.14 0.39 0.23 0.44 0.34 0.31 0.32 -1.36 2.05 -0.38 -0.40 0.40 -0.49 -0.04 0.43 0.12 0.35 -1.20 0.32 0.19 -1.34 1.61 -0.44 -0.35 0.58 -0.60 -0.35 0.22 0.46 0.26 -0.54 0.33 0.23 -1.20 0.49 -0.46 -0.34 0.56 -0.55 -0.27 0.45 -0.06 0.45 0.44 0.16 0.37


(2)
Below is 2 unconnected molecules or ions with the total composition C8H16N2O7 in a non-equilibrium geometry, with properties calculated with the ωB97M-V functional and the def2-TZVPD basis.

Values from the calculation:
HOMO-LUMO gap, eV: 10.4
Energy above the lowest of the compared OMol25 structures with the same formula, charge and spin, kJ/mol: 0.0
Molecular weight, Da: 252.22
LUMO energy, eV: 0.365

Element x y z (Å)
O -3.5792 1.1010 -2.0602
O 2.6484 0.2420 2.1557
O 0.4726 -2.1576 -1.1573
O 0.5650 0.4824 3.0389
O 3.5331 2.7362 2.7931
O 2.4164 2.4632 4.6508
O -0.0551 -1.6319 1.5318
C -2.8282 0.2385 -1.6386
C 1.8293 0.9046 2.7819
C 0.1065 -1.0060 -1.3793
N 0.3177 -0.4064 -2.5588
N -1.7918 0.5962 -0.8778
C -3.0948 -1.2129 -1.9868
C 2.2438 2.3312 3.2472
C 1.0160 -1.0218 -3.6863
C -1.1707 -1.0735 0.8636
C -0.6951 -0.2209 -0.3245
H 0.4728 -0.4071 2.6225
H 4.0821 1.9320 2.7120
H 2.9418 3.2651 4.8098
H 0.3669 -2.2420 0.9015
H -0.0447 0.5270 -2.6811
H -1.7678 1.5844 -0.6761
H -3.3430 -1.7678 -1.0861
H -2.2350 -1.6565 -2.4808
H -3.9451 -1.2519 -2.6667
H 1.4808 3.0340 2.8964
H 0.9109 -0.4036 -4.5795
H 2.0756 -1.1340 -3.4490
H 0.5985 -2.0106 -3.8863
H -1.8200 -1.8776 0.5175
H -1.7270 -0.4448 1.5608
H 0.0194 0.4892 0.0919

From a Mulliken analysis of the wavefunction, the atomic charges in e read: -0.65 -0.62 -0.74 -0.49 -0.55 -0.53 -0.62 0.66 0.71 0.24 -0.07 -0.13 -0.90 0.19 -0.90 -0.65 0.13 0.50 0.32 0.33 0.32 0.30 0.26 0.28 0.24 0.32 0.18 0.35 0.29 0.29 0.36 0.26 0.33


(3)
Below is a gas-phase ion, CH5N4 (charge +1) in a non-equilibrium geometry, with properties calculated with the ωB97M-V functional and the def2-TZVPD basis.

Values from the calculation:
HOMO-LUMO gap, eV: 10.3
Energy above the lowest of the compared OMol25 structures with the same formula, charge and spin, kJ/mol: 31.0
Charge: +1
Molecular weight, Da: 73.08
LUMO energy, eV: -4.920

Element x y z (Å)
C 0.2575 0.6242 -0.4457
N -0.7932 -2.3673 0.5721
N -0.4148 -1.5542 -0.2966
N 0.5472 1.8688 -0.1289
N -0.4178 -0.2878 0.2131
H 0.8719 0.1290 -1.1349
H -0.8141 -3.2758 0.2360
H 1.2597 2.3442 -0.7151
H 0.2448 2.4948 0.5756
H -0.7412 0.0240 1.1244

From a Mulliken analysis of the wavefunction, the atomic charges in e read: 0.19 -0.42 -0.10 -0.28 0.11 0.38 0.29 0.28 0.24 0.31


Please write out number 3 again, unchanged.
Below is a gas-phase ion, CH5N4 (charge +1) in a non-equilibrium geometry, with properties calculated with the ωB97M-V functional and the def2-TZVPD basis.

Values from the calculation:
HOMO-LUMO gap, eV: 10.3
Energy above the lowest of the compared OMol25 structures with the same formula, charge and spin, kJ/mol: 31.0
Charge: +1
Molecular weight, Da: 73.08
LUMO energy, eV: -4.920

Element x y z (Å)
C 0.2575 0.6242 -0.4457
N -0.7932 -2.3673 0.5721
N -0.4148 -1.5542 -0.2966
N 0.5472 1.8688 -0.1289
N -0.4178 -0.2878 0.2131
H 0.8719 0.1290 -1.1349
H -0.8141 -3.2758 0.2360
H 1.2597 2.3442 -0.7151
H 0.2448 2.4948 0.5756
H -0.7412 0.0240 1.1244

From a Mulliken analysis of the wavefunction, the atomic charges in e read: 0.19 -0.42 -0.10 -0.28 0.11 0.38 0.29 0.28 0.24 0.31


What did the second record say?
Below is 2 unconnected molecules or ions with the total composition C8H16N2O7 in a non-equilibrium geometry, with properties calculated with the ωB97M-V functional and the def2-TZVPD basis.

Values from the calculation:
HOMO-LUMO gap, eV: 10.4
Energy above the lowest of the compared OMol25 structures with the same formula, charge and spin, kJ/mol: 0.0
Molecular weight, Da: 252.22
LUMO energy, eV: 0.365

Element x y z (Å)
O -3.5792 1.1010 -2.0602
O 2.6484 0.2420 2.1557
O 0.4726 -2.1576 -1.1573
O 0.5650 0.4824 3.0389
O 3.5331 2.7362 2.7931
O 2.4164 2.4632 4.6508
O -0.0551 -1.6319 1.5318
C -2.8282 0.2385 -1.6386
C 1.8293 0.9046 2.7819
C 0.1065 -1.0060 -1.3793
N 0.3177 -0.4064 -2.5588
N -1.7918 0.5962 -0.8778
C -3.0948 -1.2129 -1.9868
C 2.2438 2.3312 3.2472
C 1.0160 -1.0218 -3.6863
C -1.1707 -1.0735 0.8636
C -0.6951 -0.2209 -0.3245
H 0.4728 -0.4071 2.6225
H 4.0821 1.9320 2.7120
H 2.9418 3.2651 4.8098
H 0.3669 -2.2420 0.9015
H -0.0447 0.5270 -2.6811
H -1.7678 1.5844 -0.6761
H -3.3430 -1.7678 -1.0861
H -2.2350 -1.6565 -2.4808
H -3.9451 -1.2519 -2.6667
H 1.4808 3.0340 2.8964
H 0.9109 -0.4036 -4.5795
H 2.0756 -1.1340 -3.4490
H 0.5985 -2.0106 -3.8863
H -1.8200 -1.8776 0.5175
H -1.7270 -0.4448 1.5608
H 0.0194 0.4892 0.0919

From a Mulliken analysis of the wavefunction, the atomic charges in e read: -0.65 -0.62 -0.74 -0.49 -0.55 -0.53 -0.62 0.66 0.71 0.24 -0.07 -0.13 -0.90 0.19 -0.90 -0.65 0.13 0.50 0.32 0.33 0.32 0.30 0.26 0.28 0.24 0.32 0.18 0.35 0.29 0.29 0.36 0.26 0.33


molecular weight of number 1 (C28H42O21)? 714.62 Da